No. 1
DFT (the ωB97M-V functional and the def2-TZVPD basis) results for a structure of composition C26H29BNO10S2Tc in a non-equilibrium geometry.

Element x y z (Å)
Tc 0.225 -0.639 1.206
O 1.942 -2.077 1.637
S 2.196 -1.309 2.878
O 2.368 -2.097 4.046
O 1.059 -0.314 2.961
C 3.673 -0.352 2.625
C 4.832 -0.889 3.167
C 6.035 -0.215 3.031
C 6.078 0.996 2.357
C 4.924 1.531 1.806
C 3.715 0.865 1.941
S 2.290 1.701 1.251
O 2.781 2.607 0.254
O 1.474 2.223 2.295
O 1.555 0.579 0.451
H 4.762 -1.820 3.713
H 6.934 -0.636 3.458
H 7.013 1.533 2.269
H 4.937 2.472 1.273
C -1.545 3.469 2.649
C -2.293 2.759 1.528
C -2.843 3.774 0.544
O -1.317 1.912 0.833
B -1.424 0.681 1.386
O -2.490 0.505 2.192
C -3.321 1.705 2.058
C -4.396 1.361 1.031
C -3.953 2.037 3.393
H -0.697 4.005 2.225
H -1.142 2.750 3.363
H -2.197 4.174 3.161
H -2.010 4.356 0.151
H -3.529 4.451 1.054
H -3.361 3.299 -0.286
H -3.940 1.127 0.067
H -5.101 2.184 0.918
H -4.935 0.478 1.374
H -3.209 2.147 4.178
H -4.635 1.237 3.678
H -4.520 2.964 3.302
C -1.092 -2.913 -4.953
O -0.354 -2.100 -4.047
C -0.876 -0.925 -3.662
C -2.152 -0.503 -4.021
C -2.579 0.779 -3.726
C -1.739 1.670 -3.076
C -0.487 1.254 -2.674
C -0.055 -0.047 -2.923
N 1.279 -0.347 -2.547
C 1.870 -1.443 -2.139
C 1.305 -2.660 -1.659
C 1.972 -3.849 -2.008
C 1.431 -5.079 -1.738
C 0.211 -5.157 -1.064
C -0.419 -4.016 -0.621
C 0.128 -2.750 -0.857
O -0.440 -1.707 -0.246
H -0.432 -3.737 -5.206
H -1.352 -2.360 -5.857
H -1.997 -3.304 -4.483
H -2.806 -1.172 -4.561
H -3.568 1.089 -4.036
H -2.052 2.688 -2.896
H 0.172 1.924 -2.135
H 1.865 0.481 -2.555
H 2.953 -1.409 -2.211
H 2.894 -3.774 -2.572
H 1.937 -5.981 -2.054
H -0.229 -6.125 -0.862
H -1.326 -4.063 -0.032

Calculated values
E_LUMO (spin up / spin down) in eV: -4.153 / -4.396
DFT total energy in hartree: -2717.172472
Max |F| in eV/A: 2.10
Multiplicity: 4
Energy above the lowest of the compared OMol25 structures with the same formula, charge and spin in eV: 3.010
Expectation value of S²: 3.773
Charge: +1



No. 2
DFT (the ωB97M-V functional and the def2-TZVPD basis) results for an isolated molecule of C26H29ClN6O3 in a non-equilibrium geometry.

Element x y z (Å)
O 5.186 0.694 0.248
C 4.297 0.756 1.073
C 4.054 -0.359 2.087
C 2.984 -1.326 1.558
C 1.606 -0.819 1.786
N 1.331 0.315 2.355
N -0.003 0.462 2.462
C -0.542 -0.605 1.951
N -1.870 -0.885 1.877
C -2.813 0.118 2.368
C -3.191 1.088 1.278
C -4.013 0.656 0.241
C -4.364 1.499 -0.796
C -3.899 2.803 -0.809
C -3.089 3.257 0.216
C -2.735 2.404 1.252
Cl -1.725 3.023 2.509
C -2.334 -2.071 1.350
O -3.521 -2.325 1.322
C -1.297 -2.979 0.830
C -1.715 -4.170 0.239
C -0.798 -5.050 -0.293
C 0.554 -4.742 -0.241
C 0.992 -3.568 0.342
C 0.072 -2.677 0.887
N 0.424 -1.479 1.491
N 3.442 1.791 1.182
C 3.384 2.808 0.156
C 2.651 2.312 -1.097
C 1.147 2.131 -0.870
N 0.623 0.999 -1.618
C 0.689 1.181 -3.060
C 0.206 -0.100 -3.741
O -1.109 -0.436 -3.358
C -1.193 -0.572 -1.962
C -0.753 0.710 -1.259
H 4.991 -0.905 2.204
H 3.746 0.052 3.046
H 3.086 -2.290 2.068
H 3.150 -1.481 0.488
H -2.339 0.634 3.203
H -3.699 -0.428 2.701
H -4.382 -0.359 0.263
H -5.000 1.140 -1.590
H -4.168 3.470 -1.614
H -2.725 4.273 0.222
H -2.775 -4.371 0.213
H -1.127 -5.970 -0.749
H 1.280 -5.422 -0.661
H 2.045 -3.351 0.364
H 2.640 1.664 1.791
H 2.895 3.693 0.568
H 4.414 3.054 -0.115
H 2.832 3.012 -1.913
H 3.085 1.349 -1.371
H 0.961 1.918 0.186
H 0.609 3.062 -1.119
H 1.719 1.376 -3.355
H 0.056 2.027 -3.384
H 0.185 0.022 -4.825
H 0.888 -0.923 -3.478
H -2.235 -0.801 -1.732
H -0.553 -1.407 -1.633
H -0.824 0.590 -0.179
H -1.432 1.530 -1.554

Calculated values
E_LUMO in eV: -0.105
DFT total energy in hartree: -2022.679226
Max |F| in eV/A: 1.26
Multiplicity: 1
SMILES: O=C(CCc1nnc2n(Cc3ccccc3Cl)c(=O)c3ccccc3n12)NCCCN1CCOCC1
Energy above the lowest of the compared OMol25 structures with the same formula, charge and spin in eV: 0.000
Charge: 0



No. 3
DFT (the ωB97M-V functional and the def2-TZVPD basis) results for a structure of composition C26H29CrF9N4O7S2Sb in a non-equilibrium geometry.

Element x y z (Å)
Cr -0.482 -0.572 0.269
N -0.315 -0.692 2.363
C 0.341 0.500 2.880
C 1.443 0.933 1.871
O 2.242 1.795 2.205
O 1.385 0.365 0.736
H -1.213 -0.899 2.811
H 0.295 -1.500 2.505
H 0.787 0.354 3.872
H -0.381 1.322 2.931
C 5.736 -1.533 -0.642
Sb 3.658 -0.855 -0.320
C 4.379 1.212 -0.270
C 3.882 -1.107 1.821
H 6.417 -1.065 0.062
H 6.058 -1.279 -1.647
H 5.795 -2.609 -0.529
H 5.241 1.274 0.387
H 3.590 1.845 0.119
H 4.667 1.549 -1.263
H 4.032 -0.129 2.268
H 4.718 -1.762 2.051
H 2.963 -1.530 2.208
N -0.579 -1.164 -3.835
C 0.533 -0.369 -3.778
C 0.701 -0.053 -2.463
N -0.293 -0.634 -1.729
C -1.042 -1.300 -2.579
H -1.020 -1.522 -4.667
H 1.096 -0.108 -4.651
H 1.470 0.523 -1.986
H -1.887 -1.900 -2.313
F 0.034 -3.810 -2.091
C 1.155 -3.987 -1.374
F 1.485 -5.279 -1.540
F 2.105 -3.276 -1.979
C 0.980 -3.555 0.123
O 1.102 -2.261 0.289
C -0.419 -4.067 0.588
F -0.572 -3.924 1.902
F -0.648 -5.364 0.306
F -1.392 -3.370 -0.015
C 2.083 -4.282 0.957
F 3.295 -4.021 0.461
F 1.976 -5.623 1.014
F 2.066 -3.858 2.220
C -0.851 2.976 -1.842
S 0.125 2.409 -0.380
O -0.874 1.908 0.575
C 0.487 4.107 0.192
C 1.533 4.798 -0.399
C 1.841 6.077 0.032
C 1.117 6.654 1.063
C 0.095 5.946 1.673
C -0.219 4.669 1.240
H -1.640 3.636 -1.505
H -1.299 2.088 -2.276
H -0.186 3.460 -2.550
H 2.104 4.329 -1.185
H 2.653 6.618 -0.429
H 1.370 7.648 1.406
H -0.450 6.391 2.492
H -1.008 4.093 1.702
O -2.801 -1.763 1.919
C -3.274 -1.129 0.957
N -2.470 -0.456 0.094
S -3.368 0.492 -0.903
O -2.983 0.290 -2.291
O -3.419 1.878 -0.517
C -4.936 -0.238 -0.497
C -6.196 -0.035 -0.994
C -7.261 -0.694 -0.381
C -7.033 -1.517 0.726
C -5.766 -1.700 1.234
C -4.686 -1.053 0.614
H -6.351 0.608 -1.848
H -8.267 -0.558 -0.750
H -7.876 -2.018 1.186
H -5.577 -2.328 2.091

Calculated values
E_LUMO (spin up / spin down) in eV: 2.177 / 2.166
DFT total energy in hartree: -4733.944204
Max |F| in eV/A: 2.82
Multiplicity: 5
Energy above the lowest of the compared OMol25 structures with the same formula, charge and spin in eV: 1.457
Expectation value of S²: 6.010
Charge: -1



No. 4
DFT (the ωB97M-V functional and the def2-TZVPD basis) results for a cluster of 4 separate species, C26H29F3NO4 in total in a non-equilibrium geometry.

Element x y z (Å)
C 0.453 -0.585 0.814
C 1.086 0.398 -0.154
O 2.492 0.332 -0.160
C 3.073 1.013 0.918
N 4.504 0.887 0.797
C 4.896 -0.511 0.522
C 4.274 -1.532 1.510
O 4.517 -1.305 2.725
O 3.591 -2.463 1.024
C 5.194 1.396 1.952
C 5.564 2.894 1.822
C 4.395 4.009 2.100
O 5.085 3.516 0.759
H -0.620 -0.416 0.798
H 0.604 -1.604 0.473
H 0.838 -0.448 1.819
H 0.770 0.121 -1.156
H 0.741 1.425 0.014
H 2.788 2.069 0.830
H 2.720 0.627 1.888
H 5.977 -0.575 0.647
H 4.679 -0.798 -0.500
H 6.165 0.922 2.041
H 4.636 1.295 2.886
H 6.537 3.171 2.223
H 3.557 4.470 1.578
H 3.753 3.183 2.489
F -2.044 1.149 0.319
C -3.142 1.158 1.094
C -4.387 1.183 0.498
C -5.513 1.168 1.309
C -5.379 1.134 2.691
C -4.114 1.112 3.264
C -2.983 1.122 2.464
H -4.466 1.209 -0.580
H -6.498 1.181 0.860
H -6.259 1.123 3.320
H -4.006 1.086 4.339
H -1.988 1.095 2.887
F -2.764 -1.688 2.431
C -2.855 -2.727 1.579
C -4.060 -2.964 0.949
C -4.148 -4.029 0.063
C -3.043 -4.835 -0.172
C -1.843 -4.574 0.476
C -1.740 -3.510 1.358
H -4.907 -2.321 1.152
H -5.083 -4.227 -0.445
H -3.116 -5.665 -0.863
H -0.979 -5.199 0.294
H -0.811 -3.281 1.864
F -0.305 -0.699 -2.949
C -0.409 0.058 -4.051
C -1.442 0.969 -4.140
C -1.543 1.753 -5.280
C -0.622 1.614 -6.309
C 0.407 0.689 -6.196
C 0.523 -0.096 -5.058
H -2.149 1.057 -3.326
H -2.343 2.477 -5.363
H -0.705 2.227 -7.197
H 1.126 0.577 -6.997
H 1.322 -0.815 -4.943

Calculated values
E_LUMO in eV: 2.315
DFT total energy in hartree: -1663.303414
Max |F| in eV/A: 2.09
Multiplicity: 1
Energy above the lowest of the compared OMol25 structures with the same formula, charge and spin in eV: 0.000
Charge: -1



Copy entry 2 word for word.
DFT (the ωB97M-V functional and the def2-TZVPD basis) results for an isolated molecule of C26H29ClN6O3 in a non-equilibrium geometry.

Element x y z (Å)
O 5.186 0.694 0.248
C 4.297 0.756 1.073
C 4.054 -0.359 2.087
C 2.984 -1.326 1.558
C 1.606 -0.819 1.786
N 1.331 0.315 2.355
N -0.003 0.462 2.462
C -0.542 -0.605 1.951
N -1.870 -0.885 1.877
C -2.813 0.118 2.368
C -3.191 1.088 1.278
C -4.013 0.656 0.241
C -4.364 1.499 -0.796
C -3.899 2.803 -0.809
C -3.089 3.257 0.216
C -2.735 2.404 1.252
Cl -1.725 3.023 2.509
C -2.334 -2.071 1.350
O -3.521 -2.325 1.322
C -1.297 -2.979 0.830
C -1.715 -4.170 0.239
C -0.798 -5.050 -0.293
C 0.554 -4.742 -0.241
C 0.992 -3.568 0.342
C 0.072 -2.677 0.887
N 0.424 -1.479 1.491
N 3.442 1.791 1.182
C 3.384 2.808 0.156
C 2.651 2.312 -1.097
C 1.147 2.131 -0.870
N 0.623 0.999 -1.618
C 0.689 1.181 -3.060
C 0.206 -0.100 -3.741
O -1.109 -0.436 -3.358
C -1.193 -0.572 -1.962
C -0.753 0.710 -1.259
H 4.991 -0.905 2.204
H 3.746 0.052 3.046
H 3.086 -2.290 2.068
H 3.150 -1.481 0.488
H -2.339 0.634 3.203
H -3.699 -0.428 2.701
H -4.382 -0.359 0.263
H -5.000 1.140 -1.590
H -4.168 3.470 -1.614
H -2.725 4.273 0.222
H -2.775 -4.371 0.213
H -1.127 -5.970 -0.749
H 1.280 -5.422 -0.661
H 2.045 -3.351 0.364
H 2.640 1.664 1.791
H 2.895 3.693 0.568
H 4.414 3.054 -0.115
H 2.832 3.012 -1.913
H 3.085 1.349 -1.371
H 0.961 1.918 0.186
H 0.609 3.062 -1.119
H 1.719 1.376 -3.355
H 0.056 2.027 -3.384
H 0.185 0.022 -4.825
H 0.888 -0.923 -3.478
H -2.235 -0.801 -1.732
H -0.553 -1.407 -1.633
H -0.824 0.590 -0.179
H -1.432 1.530 -1.554

Calculated values
E_LUMO in eV: -0.105
DFT total energy in hartree: -2022.679226
Max |F| in eV/A: 1.26
Multiplicity: 1
SMILES: O=C(CCc1nnc2n(Cc3ccccc3Cl)c(=O)c3ccccc3n12)NCCCN1CCOCC1
Energy above the lowest of the compared OMol25 structures with the same formula, charge and spin in eV: 0.000
Charge: 0



Question: Which formula does entry 4 have?
Answer: C26H29F3NO4



Question: Which of these has the lowest max |F|?
Answer: C26H29ClN6O3



Please write out number 1 again, unchanged.
DFT (the ωB97M-V functional and the def2-TZVPD basis) results for a structure of composition C26H29BNO10S2Tc in a non-equilibrium geometry.

Element x y z (Å)
Tc 0.225 -0.639 1.206
O 1.942 -2.077 1.637
S 2.196 -1.309 2.878
O 2.368 -2.097 4.046
O 1.059 -0.314 2.961
C 3.673 -0.352 2.625
C 4.832 -0.889 3.167
C 6.035 -0.215 3.031
C 6.078 0.996 2.357
C 4.924 1.531 1.806
C 3.715 0.865 1.941
S 2.290 1.701 1.251
O 2.781 2.607 0.254
O 1.474 2.223 2.295
O 1.555 0.579 0.451
H 4.762 -1.820 3.713
H 6.934 -0.636 3.458
H 7.013 1.533 2.269
H 4.937 2.472 1.273
C -1.545 3.469 2.649
C -2.293 2.759 1.528
C -2.843 3.774 0.544
O -1.317 1.912 0.833
B -1.424 0.681 1.386
O -2.490 0.505 2.192
C -3.321 1.705 2.058
C -4.396 1.361 1.031
C -3.953 2.037 3.393
H -0.697 4.005 2.225
H -1.142 2.750 3.363
H -2.197 4.174 3.161
H -2.010 4.356 0.151
H -3.529 4.451 1.054
H -3.361 3.299 -0.286
H -3.940 1.127 0.067
H -5.101 2.184 0.918
H -4.935 0.478 1.374
H -3.209 2.147 4.178
H -4.635 1.237 3.678
H -4.520 2.964 3.302
C -1.092 -2.913 -4.953
O -0.354 -2.100 -4.047
C -0.876 -0.925 -3.662
C -2.152 -0.503 -4.021
C -2.579 0.779 -3.726
C -1.739 1.670 -3.076
C -0.487 1.254 -2.674
C -0.055 -0.047 -2.923
N 1.279 -0.347 -2.547
C 1.870 -1.443 -2.139
C 1.305 -2.660 -1.659
C 1.972 -3.849 -2.008
C 1.431 -5.079 -1.738
C 0.211 -5.157 -1.064
C -0.419 -4.016 -0.621
C 0.128 -2.750 -0.857
O -0.440 -1.707 -0.246
H -0.432 -3.737 -5.206
H -1.352 -2.360 -5.857
H -1.997 -3.304 -4.483
H -2.806 -1.172 -4.561
H -3.568 1.089 -4.036
H -2.052 2.688 -2.896
H 0.172 1.924 -2.135
H 1.865 0.481 -2.555
H 2.953 -1.409 -2.211
H 2.894 -3.774 -2.572
H 1.937 -5.981 -2.054
H -0.229 -6.125 -0.862
H -1.326 -4.063 -0.032

Calculated values
E_LUMO (spin up / spin down) in eV: -4.153 / -4.396
DFT total energy in hartree: -2717.172472
Max |F| in eV/A: 2.10
Multiplicity: 4
Energy above the lowest of the compared OMol25 structures with the same formula, charge and spin in eV: 3.010
Expectation value of S²: 3.773
Charge: +1